Density functional theory data (ωB97M-V/def2-TZVPD) for a structure of composition C18H17AsNO6S2V.

```
46
Properties=species:S:1:pos:R:3:forces:R:3
V -0.28123 -0.24317 -1.82225 0.21 1.03 -0.77
O 3.10405 -1.44208 0.40116 0.07 0.08 0.17
As 2.20419 -1.80847 -1.06746 -0.07 0.15 -0.36
O 3.12587 -2.56176 -2.16224 -0.16 0.13 0.16
O 1.57842 -0.23231 -1.42011 -0.36 -0.93 0.30
C 0.77355 -2.84512 -0.19131 -0.08 -0.04 0.00
C 1.09775 -3.29668 1.08990 0.00 0.01 -0.02
C 0.22056 -4.08069 1.82362 0.03 0.00 0.02
C -1.00627 -4.44203 1.29489 -0.04 -0.03 0.01
C -1.35354 -4.01587 0.02484 0.05 -0.02 0.03
C -0.47620 -3.22760 -0.70901 0.07 -0.11 0.03
S -1.11790 -2.64636 -2.26177 0.40 0.26 0.09
O 0.06642 -2.04380 -2.92898 -0.35 -0.13 0.08
O -1.84701 -3.67001 -2.91716 -0.04 -0.02 -0.05
O -1.92878 -1.43608 -1.84328 0.30 -0.35 0.29
H 3.91859 -0.99052 0.14937 0.06 -0.08 0.00
H 2.05640 -3.03437 1.51124 0.00 0.00 0.01
H 0.50765 -4.41960 2.81070 0.01 0.01 -0.01
H -1.68791 -5.05956 1.86484 0.00 0.00 -0.02
H -2.30264 -4.29944 -0.41121 0.01 0.01 -0.03
C -0.17457 0.59600 4.27327 -0.01 0.00 -0.03
C -0.38744 0.70488 2.79271 0.02 0.02 0.07
C 0.47654 1.44076 1.98744 -0.03 0.00 -0.04
C 0.30574 1.44202 0.61866 0.03 0.06 -0.08
N -0.68527 0.77142 0.01587 0.04 -0.14 0.18
C -1.56912 0.13358 0.79596 -0.21 -0.08 0.03
C -1.45000 0.05867 2.16769 0.02 0.17 -0.04
H 0.47501 1.38783 4.64160 0.00 0.00 0.00
H 0.29686 -0.36117 4.50621 0.00 0.00 0.01
H -1.12098 0.63707 4.81163 0.00 0.00 0.00
H 1.30476 1.98884 2.41599 -0.01 0.00 0.02
H 0.98359 1.97496 -0.03559 0.04 -0.04 -0.01
H -2.39907 -0.33587 0.28279 0.08 -0.14 0.00
H -2.18381 -0.49667 2.73658 0.01 0.01 0.01
S -0.59511 1.11644 -3.56279 -0.12 0.18 -0.05
C -0.29544 2.65653 -2.71740 0.07 0.02 0.01
C 0.94120 3.28288 -2.86257 0.06 -0.04 0.04
C 1.19853 4.48711 -2.22276 0.01 0.01 0.03
C 0.22586 5.08135 -1.43044 -0.01 -0.03 0.00
C -1.00937 4.46285 -1.28496 0.02 0.02 0.00
C -1.26910 3.26088 -1.92537 -0.10 0.02 -0.03
H 1.70367 2.81297 -3.47049 -0.02 0.00 -0.01
H 2.16412 4.96142 -2.34473 0.00 0.00 0.00
H 0.42507 6.02323 -0.93586 0.00 0.00 0.00
H -1.77837 4.92195 -0.67630 0.00 -0.01 0.00
H -2.23529 2.78556 -1.81289 0.01 -0.02 -0.03
```
Positions in Å, forces in eV/Å.

For the orbital gap (spin up / spin down), the calculation gives 8.259 / 8.435 eV. The value obtained for the lowest unoccupied orbital energy (spin up / spin down) is -0.5 / -0.3 eV. As for the spin multiplicity: 3. The energy above the lowest of the compared OMol25 structures with the same formula, charge and spin comes out at 0.00 kcal per mole. As for the energy: -140915.890 eV. Its charge is 0.

Here are the natural (NBO) charges for atoms 1 to 5, given in e: atom 1 (V): 1.257, atom 2 (O): -1.034, atom 3 (As): 2.424, atom 4 (O): -1.076, atom 5 (O): -1.111

---

Density functional theory data (ωB97M-V/def2-TZVPD) for a structure of composition C18H17BBaN12O.

```
50
Properties=species:S:1:pos:R:3:forces:R:3
Ba -0.18017 -0.64916 -0.57589 0.73 -0.96 -1.72
C -1.05139 2.56890 -3.82740 -0.03 0.01 -0.01
C -1.44037 1.46523 -3.06165 0.13 0.14 -0.12
N -0.38789 0.93805 -2.43886 -0.28 1.18 -1.43
N 0.68328 1.67867 -2.78664 0.11 0.31 -0.32
C 0.30952 2.66586 -3.62068 -0.14 -0.03 -0.02
B 2.09126 1.47037 -2.20035 -0.15 -0.12 0.12
N 2.07489 1.83027 -0.69245 0.36 0.33 0.01
C 2.73601 2.84467 -0.11011 -0.03 0.01 0.15
C 2.40231 2.87005 1.23058 0.01 0.00 0.02
C 1.50899 1.80543 1.37549 0.15 0.17 -0.07
N 1.32103 1.18518 0.21343 0.96 1.24 0.80
N 2.56514 0.01113 -2.38020 0.38 0.07 -0.23
C 3.63979 -0.38238 -3.08524 0.02 -0.15 0.00
C 3.76060 -1.75333 -2.96953 0.01 -0.02 -0.01
C 2.68722 -2.11918 -2.15298 0.10 0.11 -0.08
N 1.97446 -1.05062 -1.80327 1.46 -0.38 -0.67
H -1.67592 3.19825 -4.43692 0.03 0.00 -0.01
H -2.42467 1.03891 -2.94008 -0.03 -0.01 0.02
H 1.02814 3.36706 -4.01132 0.04 -0.03 0.04
H 2.85955 2.19639 -2.76087 0.04 0.05 -0.02
H 3.39354 3.48426 -0.67480 -0.03 -0.05 -0.06
H 2.75231 3.55506 1.98316 0.00 0.00 -0.02
H 0.99066 1.47535 2.26316 0.02 -0.04 -0.01
H 4.24728 0.32740 -3.62120 -0.05 0.04 0.02
H 4.50717 -2.38896 -3.41255 0.00 0.01 0.00
H 2.40043 -3.10136 -1.80758 -0.03 0.01 -0.03
N -1.53616 -2.60641 -0.63074 -1.70 -2.14 -0.04
C -2.65946 -2.29732 -0.64719 -0.09 -0.64 0.09
C -3.97698 -1.87814 -0.66835 -0.04 0.16 -0.13
C -4.93063 -2.43583 0.20651 -0.05 -0.09 0.19
N -5.69378 -2.88387 0.94816 0.02 0.01 0.00
C -4.30472 -0.80850 -1.52836 -0.12 0.15 -0.07
N -4.54588 0.07548 -2.23192 0.05 -0.03 0.00
C -3.05867 0.40328 3.33302 -0.15 0.04 -0.14
N -1.81310 -0.36014 3.30917 0.00 0.03 -0.21
C -1.29899 -0.94151 4.41146 0.14 -0.11 0.00
C -0.16476 -1.68003 4.36229 0.01 -0.01 0.03
C 0.43536 -1.84481 3.08163 -0.21 0.09 0.09
N -0.06821 -1.26909 2.00166 0.38 -0.27 0.76
C -1.17253 -0.50274 2.07323 -0.45 -0.02 1.17
O -1.63978 0.07379 1.09176 -1.63 0.91 1.83
N 1.53777 -2.59226 2.92846 -0.08 0.05 -0.05
H -3.36266 0.56537 4.36315 0.05 -0.03 0.03
H -3.83826 -0.13938 2.79838 0.02 -0.02 0.02
H -2.90923 1.35475 2.82928 0.02 0.01 0.05
H -1.84579 -0.78622 5.33113 0.00 0.02 0.00
H 0.25269 -2.13322 5.24784 -0.05 0.00 0.01
H 1.93198 -3.10243 3.69593 0.02 -0.02 0.00
H 1.88865 -2.74229 1.99827 0.08 -0.01 0.03
```
Positions in Å, forces in eV/Å.

For the orbital gap, the calculation gives 7.416 eV. The value obtained for the lowest unoccupied orbital energy is -0.3 eV. The energy above the lowest of the compared OMol25 structures with the same formula, charge and spin comes out at 62.84 kcal per mole. As for the energy: -40243.449 eV. Its charge is 0.

Here are the Löwdin charges for atoms 1 to 5, given in e: atom 1 (Ba): 2.139, atom 2 (C): -0.052, atom 3 (C): -0.139, atom 4 (N): -0.196, atom 5 (N): -0.052

---

Density functional theory data (ωB97M-V/def2-TZVPD) for a structure of composition C18H17BeF6NO6.

```
49
Properties=species:S:1:pos:R:3:forces:R:3
C 5.14170 0.14091 2.16909 -0.13 -0.25 0.00
C 3.66297 0.27919 1.82129 0.30 -0.44 0.09
O 3.27957 1.63517 1.73021 -0.14 -0.01 0.01
C 3.03690 2.16472 0.45623 -0.05 0.19 0.07
C 1.53188 2.27399 0.15681 0.34 0.00 -0.17
C 0.82807 0.93064 0.05811 -0.32 -0.04 1.17
O 0.48507 0.49214 1.42357 0.07 -0.56 -0.39
C -0.85338 0.38142 1.54951 0.09 0.50 -0.09
O -1.39516 -0.39238 2.27071 -0.10 -0.07 0.39
C -1.46196 1.32459 0.52556 -0.52 0.14 -0.69
C -2.94586 1.33693 0.30628 -0.29 -0.26 0.20
C -3.84164 1.09716 1.38246 0.00 0.14 -0.36
C -5.20642 1.15344 1.13114 0.30 0.05 -0.25
C -5.62692 1.45113 -0.16143 0.27 -0.14 0.29
C -4.64823 1.70570 -1.15585 -0.40 -0.03 0.18
N -3.34825 1.65588 -0.92815 0.07 -0.02 0.17
C -0.55787 0.98367 -0.65919 0.87 0.48 -0.57
C -0.96471 -0.25441 -1.41750 0.07 0.16 0.44
O -2.02031 -0.80937 -1.30847 -0.06 -0.49 0.19
C -0.02968 -0.87651 -2.49134 -0.53 0.53 -0.41
F 1.22493 -0.42019 -2.46720 -0.01 -0.28 0.06
F -0.56493 -0.57421 -3.69288 0.13 -0.08 0.07
C -0.01344 -2.44494 -2.46083 0.77 0.15 -0.07
F 1.02324 -2.86510 -3.19579 -0.20 0.03 -0.06
F -1.15293 -2.96365 -3.02606 0.09 -0.66 -0.02
C 0.08089 -3.17402 -1.09741 -0.54 1.33 0.65
F 0.45047 -4.55133 -1.52190 -0.94 -1.36 -0.69
F -1.11859 -3.34041 -0.55908 0.26 -0.26 -0.12
C 1.15374 -2.68413 -0.08054 -0.03 -0.38 0.64
O 2.22434 -2.40354 -0.48957 0.22 0.25 -0.45
O 0.71511 -2.52917 1.16076 0.30 -0.20 -0.22
H 5.38269 0.71928 3.05920 0.02 0.10 -0.10
H 5.77340 0.43394 1.33117 0.03 0.16 0.08
H 5.34847 -0.90839 2.39292 0.02 0.02 -0.03
H 3.46439 -0.26403 0.88864 -0.06 0.16 -0.07
H 3.06430 -0.20093 2.60159 -0.07 0.22 0.02
H 3.55412 1.59420 -0.32361 -0.04 -0.05 0.01
H 3.43049 3.18408 0.45104 0.07 -0.06 -0.04
H 1.09061 2.86040 0.96518 -0.12 -0.01 -0.08
H 1.43656 2.84004 -0.77377 -0.07 -0.06 -0.03
H 1.50273 0.14789 -0.27778 -0.01 0.13 -0.34
H -1.21537 2.37276 0.75071 0.19 -0.16 0.40
H -3.44991 0.87528 2.36572 -0.05 -0.04 -0.06
H -5.91616 0.96700 1.92615 -0.01 0.03 -0.05
H -6.68289 1.49502 -0.39261 0.07 0.07 -0.13
H -4.96818 1.96501 -2.15920 0.09 0.03 0.02
H -0.47662 1.78057 -1.40668 -0.31 -0.02 -0.02
H 0.33336 -3.32555 1.56482 -0.32 0.21 0.06
Be -0.76058 -5.25991 -2.39203 0.72 0.88 0.31
```
Positions in Å, forces in eV/Å.

For the orbital gap, the calculation gives 1.679 eV. The value obtained for the lowest unoccupied orbital energy is -12.4 eV. As for the energy: -49399.243 eV. Its charge is +2.

Here are the natural (NBO) charges for atoms 1 to 5, given in e: atom 1 (C): -0.624, atom 2 (C): -0.064, atom 3 (O): -0.477, atom 4 (C): -0.054, atom 5 (C): -0.466

---

Density functional theory data (ωB97M-V/def2-TZVPD) for a structure of composition C18H17ClIMnN3O2S2.

```
45
Properties=species:S:1:pos:R:3:forces:R:3
Mn 0.33073 0.47188 -0.07907 -0.27 -0.77 -0.75
Cl -0.30678 -2.81792 5.92537 0.03 0.07 -0.09
C 0.17447 -1.73360 4.64458 -0.07 -0.09 -0.05
C 0.98122 -0.66885 4.91833 0.11 0.18 -0.08
C 1.38566 0.23387 3.90993 -0.06 -0.21 0.32
I 2.60542 1.82903 4.41097 0.07 0.11 -0.02
C 0.97915 0.07678 2.59654 0.01 0.03 -0.31
O 1.28151 0.83905 1.59717 0.09 0.20 0.31
C 0.14287 -1.05982 2.33252 -0.06 -0.06 -0.19
N -0.22447 -1.18772 1.02604 -0.08 0.36 0.25
C -1.00894 -2.17233 0.67433 -0.06 -0.31 -0.02
C -1.48503 -3.12495 1.59918 0.06 0.10 -0.17
C -1.12133 -3.01800 2.90994 0.03 -0.02 0.13
C -0.27620 -1.96128 3.32185 -0.09 -0.19 0.09
H 1.31672 -0.51112 5.93473 0.01 0.02 -0.02
H -1.26881 -2.23454 -0.37715 -0.03 0.02 0.02
H -2.12909 -3.92430 1.25921 0.01 0.01 0.00
H -1.47080 -3.73264 3.64350 0.01 0.02 -0.01
O -1.59382 1.13219 0.27445 0.04 0.12 0.60
S -3.02956 1.26414 -0.12572 -0.03 -0.19 -0.04
C -3.31872 3.01351 -0.43224 0.02 0.20 -0.06
C -4.16111 3.07606 -1.69802 0.01 -0.02 0.00
C -3.47410 2.12511 -2.68200 0.05 -0.03 0.05
C -3.13102 0.85457 -1.89623 0.00 -0.04 -0.12
H -2.31805 3.42611 -0.58479 -0.03 0.04 0.00
H -3.76676 3.45831 0.45362 -0.03 0.02 -0.03
H -4.23077 4.09633 -2.07335 0.04 0.00 -0.02
H -5.18148 2.73945 -1.49497 0.00 -0.01 0.02
H -2.55528 2.57591 -3.06036 0.01 0.02 0.04
H -4.10443 1.89905 -3.54069 0.00 -0.01 0.00
H -2.14165 0.45125 -2.12153 -0.04 -0.02 -0.11
H -3.87647 0.06789 -2.00693 -0.03 0.03 0.02
C 5.25530 -0.08832 -3.38322 -0.03 0.00 0.01
C 3.99067 -0.29942 -2.60424 0.17 -0.05 0.00
C 3.90252 -1.31087 -1.63436 -0.02 0.14 -0.17
C 2.72909 -1.39044 -0.92835 -0.11 -0.20 0.00
N 1.70059 -0.58802 -1.20177 0.32 0.35 0.43
C 1.87183 0.36216 -2.14232 0.03 0.48 -0.26
S 0.49729 1.42987 -2.23406 0.18 -0.02 0.05
N 2.99471 0.54820 -2.84816 -0.20 -0.39 0.13
H 5.82606 -1.00984 -3.49282 -0.03 0.00 0.03
H 5.88175 0.63665 -2.85792 -0.02 0.00 -0.02
H 5.02102 0.32026 -4.36366 0.00 0.01 0.01
H 4.72671 -1.98018 -1.43420 0.00 0.04 -0.02
H 2.57937 -2.11346 -0.13416 0.00 0.04 0.03
```
Positions in Å, forces in eV/Å.

For the orbital gap (spin up / spin down), the calculation gives 7.301 / 7.291 eV. The value obtained for the lowest unoccupied orbital energy (spin up / spin down) is 0.1 / 0.1 eV. As for the spin multiplicity: 2. As for the energy: -101121.531 eV. Its charge is 0.

Here are the natural (NBO) charges for atoms 1 to 5, given in e: atom 1 (Mn): 1.073, atom 2 (Cl): -0.017, atom 3 (C): -0.099, atom 4 (C): -0.204, atom 5 (C): -0.284

---

Density functional theory data (ωB97M-V/def2-TZVPD) for a structure of composition C18H17CoIN7O2S.

```
47
Properties=species:S:1:pos:R:3:forces:R:3
Co -0.47631 0.03562 -0.74605 0.02 0.15 -1.50
C 1.90871 -3.38923 -0.62970 -0.11 -0.02 0.03
C 0.99015 -2.24065 -0.35001 0.19 0.02 -1.38
N 0.57909 -1.43176 -1.28828 0.62 -0.47 0.54
N 1.01227 -1.61983 -2.53918 0.68 -0.84 -0.46
C 0.67759 -0.71848 -3.43586 -0.35 1.06 0.25
N 1.13597 -0.95281 -4.71107 0.01 -0.41 0.09
S -0.15152 0.76160 -3.17658 0.06 -0.15 -0.19
C 0.42936 -2.02017 0.96247 -0.60 0.39 1.24
C 0.58584 -2.90485 2.03504 0.35 0.05 -0.69
C -0.09248 -2.67111 3.21200 -0.35 0.42 0.29
C -0.94344 -1.57641 3.29925 0.35 -0.40 0.19
C -1.01033 -0.71730 2.21791 0.04 0.26 -0.11
N -0.31075 -0.89659 1.10631 0.03 -0.85 0.38
H 2.19084 -3.37311 -1.67754 -0.01 -0.01 0.02
H 1.39850 -4.33115 -0.41740 0.04 -0.05 0.02
H 2.80921 -3.34223 -0.01320 -0.02 0.01 0.08
H 1.36478 -1.91859 -4.89798 -0.03 0.00 0.01
H 0.59459 -0.49232 -5.42309 0.04 0.06 0.01
H 1.24381 -3.75617 1.92810 -0.07 -0.07 0.01
H 0.03487 -3.33176 4.06000 -0.05 -0.07 -0.04
H -1.53552 -1.38739 4.18222 -0.04 0.01 -0.03
H -1.63273 0.16758 2.25782 -0.07 -0.05 -0.05
C -3.41586 2.77844 0.45250 0.35 0.59 0.29
C -2.63939 3.75511 1.06635 -0.54 -0.31 -0.22
C -1.26879 3.60827 1.07475 0.83 -0.23 -0.10
C -0.68322 2.49302 0.47049 -1.72 0.19 0.12
N -1.45699 1.55623 -0.13477 0.19 0.97 0.60
C -2.77734 1.70813 -0.14319 -0.36 -0.54 -0.31
C 0.73518 2.22553 0.39964 1.59 -0.53 -0.28
C 1.73487 3.00922 0.98523 -0.75 0.12 -0.04
C 3.05908 2.71288 0.77106 0.38 -0.44 -0.26
C 3.38046 1.61373 -0.02397 -0.15 0.53 0.30
C 2.34885 0.84808 -0.52524 0.14 -0.28 -0.27
N 1.06283 1.11867 -0.32081 0.10 1.07 0.93
H -4.49315 2.83753 0.43864 -0.03 -0.06 -0.03
H -3.10386 4.61890 1.52347 0.03 0.00 0.05
H -0.63828 4.35249 1.54105 -0.02 0.04 0.01
H -3.34386 0.92425 -0.63144 0.12 -0.14 0.07
H 1.45109 3.84840 1.60443 0.03 0.05 -0.03
H 3.84130 3.31769 1.20904 -0.02 0.05 0.03
H 4.40578 1.36200 -0.25020 0.01 -0.06 0.02
H 2.57199 -0.02028 -1.13146 -0.15 -0.03 -0.03
I -4.19227 -1.48570 0.96182 -0.63 0.12 1.03
O -3.15965 -2.43867 -2.09205 -0.04 0.65 0.38
N -2.18225 -1.72872 -2.09089 1.24 -0.70 -1.40
O -2.03904 -0.90810 -1.10964 -1.32 -0.08 0.43
```
Positions in Å, forces in eV/Å.

For the orbital gap (spin up / spin down), the calculation gives 4.247 / 4.264 eV. The value obtained for the lowest unoccupied orbital energy (spin up / spin down) is 1.6 / 1.6 eV. As for the spin multiplicity: 2. The energy above the lowest of the compared OMol25 structures with the same formula, charge and spin comes out at 34.39 kcal per mole. As for the energy: -90031.478 eV. Its charge is -1.

Here are the natural (NBO) charges for atoms 1 to 5, given in e: atom 1 (Co): 0.957, atom 2 (C): -0.678, atom 3 (C): 0.185, atom 4 (N): -0.196, atom 5 (N): -0.481